Record 1
C3H5NO2 | wB97M-V/def2-TZVPD

Geometry as XYZ:
```
11
Properties=species:S:1:pos:R:3:forces:R:3
O 0.8959 2.0065 -0.1262 -0.7 -0.3 -0.7
C 0.2396 0.8814 0.2940 -0.3 -0.4 0.1
C -1.1421 -0.3754 -0.1120 0.0 0.8 -0.2
N -0.2350 -1.2578 0.6120 0.7 0.1 -0.3
C 0.8188 -0.4451 0.0729 0.3 -0.5 0.0
O 1.6822 -0.7742 -0.7105 0.1 0.2 0.6
H 1.5599 1.8091 -0.8060 -0.3 -0.3 0.1
H -0.2085 1.1108 1.2529 0.2 -0.3 0.1
H -2.0205 -0.0268 0.4216 0.0 -0.2 0.1
H -1.3758 -0.7587 -1.1165 0.4 0.8 0.1
H -0.1321 -2.1897 0.2210 -0.3 0.0 0.1
```
Forces are in eV/Å.

## Properties
**HOMO**: -9.7 eV
**Charge**: 0
**ΔE to the lowest compared entry with this formula, charge and spin**: 65.09 kcal per mole

Results of the Löwdin charge analysis, in e, for atoms 1 through 4: 0.040 -0.153 -0.041 0.020

---

Record 2
C3H5NO2 | wB97M-V/def2-TZVPD

Geometry as XYZ:
```
11
Properties=species:S:1:pos:R:3:forces:R:3
C 1.2317 -1.3327 -0.9091 0.0 -0.1 -0.2
N -0.5025 0.9437 -0.1639 -0.8 0.5 1.1
C -0.5399 0.0223 0.6484 0.1 -1.0 0.5
O -0.6357 -0.7708 1.4903 0.1 0.1 -0.5
C -1.2461 1.9207 0.6618 0.1 1.1 -0.1
O -0.7257 2.8871 1.1186 -0.3 -0.2 -0.3
H 1.3153 -1.4069 0.1793 0.0 0.0 -0.3
H 1.0387 -2.3192 -1.3251 0.3 -0.1 0.0
H 2.1432 -0.8876 -1.3060 0.0 -0.2 -0.1
H 0.4028 -0.6915 -1.2091 0.3 -0.3 -0.1
H -2.3043 1.6400 0.8285 0.2 0.2 -0.1
```
Forces are in eV/Å.

## Properties
**HOMO**: -11.2 eV
**Charge**: 0
**ΔE to the lowest compared entry with this formula, charge and spin**: 41.51 kcal per mole

Results of the Löwdin charge analysis, in e, for atoms 1 through 4: -0.040 0.172 -0.405 0.214

---

Record 3
C3H5NO2 | wB97M-V/def2-TZVPD

Geometry as XYZ:
```
11
Properties=species:S:1:pos:R:3:forces:R:3
C 1.5281 0.0787 0.3202 -0.7 -1.3 -0.3
N -0.2686 -0.2117 -0.1172 1.0 0.7 0.2
C -0.6586 1.0733 -0.0033 0.2 0.7 0.2
O 0.1824 1.9046 0.2836 -1.1 1.1 0.1
C -1.2419 -1.2148 -0.4328 0.8 -0.1 0.1
O -1.0494 -2.3963 -0.5582 0.3 0.7 0.1
H 1.8710 -0.7657 -0.2332 0.4 -0.7 0.2
H 1.5027 -0.0134 1.4039 -0.1 -0.3 -0.3
H 2.1200 0.9893 0.0663 -1.4 -0.7 -0.4
H -1.7030 1.3678 -0.1583 -0.1 -0.3 -0.1
H -2.2826 -0.8118 -0.5711 0.8 0.2 0.2
```
Forces are in eV/Å.

## Properties
**HOMO**: -10.0 eV
**Charge**: 0
**ΔE to the lowest compared entry with this formula, charge and spin**: 67.86 kcal per mole

Results of the Löwdin charge analysis, in e, for atoms 1 through 4: 0.133 0.040 -0.377 -0.015

---

Record 4
C3H5NO2 | wB97M-V/def2-TZVPD

Geometry as XYZ:
```
11
Properties=species:S:1:pos:R:3:forces:R:3
N -0.7995 0.7685 -0.7179 0.9 0.2 1.4
C 0.1678 1.0067 0.7226 -3.1 -2.0 -0.8
O 1.3058 0.4292 0.3379 0.0 0.0 -0.2
C 0.8343 -0.7986 -0.2521 0.6 -0.6 -0.1
C -0.6547 -0.5806 -0.3320 1.0 1.0 1.4
O -0.7015 -0.1680 1.3726 1.0 1.8 -3.1
H -1.8030 1.0041 -0.7432 0.8 0.4 0.7
H 0.4125 2.0027 1.1899 -1.1 -1.1 -0.3
H 1.0784 -1.6123 0.4229 0.1 -0.2 -0.1
H 1.3259 -0.8997 -1.2151 0.0 -0.1 -0.1
H -1.2100 -1.3718 -0.9006 -0.1 0.6 1.4
```
Forces are in eV/Å.

## Properties
**HOMO**: -9.1 eV
**Charge**: 0
**Structure (SMILES)**: C1O[C@H]2N[C@@H]1O2
**ΔE to the lowest compared entry with this formula, charge and spin**: 108.45 kcal per mole

Results of the Löwdin charge analysis, in e, for atoms 1 through 4: 0.059 -0.180 -0.058 -0.147

---

Record 5
C3H5NO2 | wB97M-V/def2-TZVPD

Geometry as XYZ:
```
11
Properties=species:S:1:pos:R:3:forces:R:3
N -0.0776 1.0592 1.2240 -0.2 0.1 -0.3
C -0.5736 1.3284 0.0935 0.0 0.0 0.2
O -0.2724 0.6200 -1.0095 0.0 0.1 0.0
C 0.6441 -0.4480 -0.7874 0.2 -0.1 0.0
C 0.0118 -1.5313 0.0695 0.3 -0.3 0.2
O 0.6373 -2.2735 0.7803 -0.3 0.3 -0.4
H -0.4194 1.6933 1.9399 0.0 0.0 -0.1
H -1.2856 2.1184 -0.1578 0.1 -0.1 0.1
H 1.5649 -0.0974 -0.3145 -0.1 0.0 0.0
H 0.8599 -0.8514 -1.7820 0.0 0.0 0.2
H -1.0895 -1.6176 -0.0559 0.1 0.0 0.1
```
Forces are in eV/Å.

## Properties
**HOMO**: -9.9 eV
**Charge**: 0
**Structure (SMILES)**: [H]/N=C/OCC=O
**ΔE to the lowest compared entry with this formula, charge and spin**: 36.68 kcal per mole

Results of the Löwdin charge analysis, in e, for atoms 1 through 4: 0.132 -0.307 -0.073 -0.157

---

Record 6
C3H5NO2 | wB97M-V/def2-TZVPD

Geometry as XYZ:
```
11
Properties=species:S:1:pos:R:3:forces:R:3
O 1.7951 -1.3517 -0.3486 0.0 0.4 0.4
C 1.6319 -0.4290 0.4146 0.2 -0.3 0.0
C 0.4335 0.4721 0.3497 0.2 -0.4 0.5
N -0.5034 0.0111 -0.6140 0.3 -0.6 1.1
C -1.9425 -0.2113 -0.2908 2.9 1.3 0.2
O -2.4015 -0.4390 0.7999 0.2 0.4 -1.6
H 2.3694 -0.1889 1.1998 0.1 -0.1 0.0
H -0.0679 0.5039 1.3211 0.2 0.0 0.2
H 0.7864 1.5015 0.1358 -0.1 -0.3 0.0
H -0.1259 -0.6373 -1.3079 -0.2 0.3 0.0
H -1.9372 0.3666 -1.2422 -4.0 -0.7 -0.7
```
Forces are in eV/Å.

## Properties
**HOMO**: -9.6 eV
**Charge**: 0
**Structure (SMILES)**: O=CCNC=O
**ΔE to the lowest compared entry with this formula, charge and spin**: 72.19 kcal per mole

Results of the Löwdin charge analysis, in e, for atoms 1 through 4: 0.052 -0.236 -0.199 -0.050